i) DFT (ωB97M-V with the def2-TZVPD basis set) results for a 2-piece molecular cluster, C2H7O2 overall.

The orbital gap is 7.48 eV. As for the total charge: -1.

Last column: Mulliken charge in e.
Geometry (Å):
H  1.586  0.125  1.953  0.23
H  -1.824  -0.796  -2.640  0.25
C  1.216  0.672  1.082  -0.98
H  -0.639  -0.513  1.135  0.15
H  2.047  0.669  0.368  0.27
C  0.007  -0.003  0.372  -0.13
O  0.350  -0.857  -0.613  -0.92
H  0.989  1.715  1.309  0.29
O  -1.996  -0.934  -1.716  -0.73
H  -1.075  -0.934  -1.310  0.43
H  -0.660  0.855  0.059  0.13



ii) DFT (ωB97M-V with the def2-TZVPD basis set) results for a 2-piece molecular cluster, C2H7O2 overall.

The orbital gap is 7.77 eV. As for the total charge: -1.

Last column: Mulliken charge in e.
Geometry (Å):
H  0.408  2.477  -2.615  0.21
H  0.105  1.238  -1.431  0.45
C  -0.539  -0.820  1.470  -0.99
C  0.346  -0.520  0.227  -0.24
H  -0.189  -0.252  2.318  0.24
H  -0.587  -1.912  1.558  0.33
H  -1.548  -0.490  1.242  0.26
H  1.437  -0.836  0.466  0.14
O  0.279  0.770  -0.124  -0.81
O  0.161  1.568  -2.457  -0.79
H  0.126  -1.223  -0.653  0.20



Of them, i) has the highest stability.



i) DFT (ωB97M-V with the def2-TZVPD basis set) results for a 2-piece molecular cluster, CN2O2 overall.

The orbital gap is 13.28 eV. As for the total charge: 0.

Last column: Mulliken charge in e.
Geometry (Å):
C  -0.378  0.566  -1.690  0.14
O  0.376  1.406  -1.836  -0.14
N  0.936  -0.790  0.625  -0.36
N  0.030  -0.591  1.165  0.90
O  -0.964  -0.591  1.736  -0.54



ii) DFT (ωB97M-V with the def2-TZVPD basis set) results for one molecule with the formula CN2O2.

The orbital gap (alpha / beta) is 8.28 / 8.30 eV. As for the total charge: 0.

Last column: Mulliken charge in e.
Geometry (Å):
O  1.288  -0.131  0.075  0.02
C  -1.108  0.110  0.141  0.53
N  -0.054  0.478  0.514  -0.31
O  -2.212  -0.226  0.054  -0.37
N  2.087  -0.231  -0.784  0.13



Of them, i) has the highest stability.



i) DFT (ωB97M-V with the def2-TZVPD basis set) results for one molecule with the formula C22H24N2O5.

The orbital gap is 8.48 eV. Its SMILES is COc1ccc(NC(=O)COC(=O)CCCc2c[nH]c3ccccc23)cc1OC. As for the total charge: 0.

Last column: Mulliken charge in e.
Geometry (Å):
H  -3.352  2.986  0.251  0.48
C  1.126  1.460  -1.123  -0.78
H  4.393  0.110  2.786  0.36
C  -2.616  1.569  -1.220  -1.02
C  -3.559  -2.418  -0.027  -0.86
H  -2.333  1.719  0.925  0.41
H  -4.818  1.568  1.484  0.43
C  0.454  -0.625  1.662  -0.94
H  -0.929  3.881  0.121  0.41
C  2.724  -0.920  0.915  0.63
N  0.805  0.311  -1.780  0.16
C  -0.084  2.123  -0.797  1.42
H  2.100  0.502  2.392  0.38
C  2.290  -1.946  0.046  0.54
C  1.208  3.863  0.199  -0.79
C  0.026  -1.617  0.796  -0.36
H  -3.133  0.680  -1.585  0.44
C  2.391  3.195  -0.130  -0.60
H  4.076  1.334  1.523  0.28
O  -3.536  -0.630  1.984  -0.69
H  1.461  -0.385  -2.088  0.26
C  2.901  -3.608  -1.539  -0.92
H  3.338  3.641  0.139  0.47
H  -3.820  -2.807  0.964  0.36
O  -4.028  -1.075  -0.156  -0.33
C  -3.955  -0.274  0.906  0.80
H  0.596  -3.059  -0.663  0.64
H  -1.014  -0.638  -2.330  0.52
C  1.795  -0.282  1.719  -0.57
C  -0.025  3.347  -0.129  -0.40
H  -2.859  2.389  -1.903  0.38
H  -0.258  -0.110  2.288  0.33
H  1.270  4.809  0.717  0.42
H  3.823  -3.927  -2.022  0.24
H  5.613  0.430  1.528  0.25
O  -1.565  -3.051  -1.219  -0.65
H  -1.888  -1.476  1.493  0.30
C  -0.556  0.210  -1.859  -1.37
H  -5.100  1.138  -0.227  0.35
N  -1.345  -1.903  0.746  0.04
C  2.367  1.991  -0.799  -0.75
C  -4.377  1.132  0.587  -1.07
C  -2.036  -2.503  -0.245  0.76
C  4.545  0.367  1.732  -0.85
H  -4.062  -2.987  -0.810  0.35
H  2.492  -4.438  -0.954  0.35
C  0.951  -2.289  -0.001  0.09
H  3.276  1.471  -1.064  0.47
H  2.173  -3.318  -2.304  0.35
C  -3.116  1.923  0.192  -0.69
O  4.057  -0.639  0.879  -0.41
O  3.260  -2.524  -0.717  -0.45
C  -1.146  1.297  -1.282  0.88



ii) DFT (ωB97M-V with the def2-TZVPD basis set) results for one molecule with the formula C22H24N2O5.

The orbital gap is 9.31 eV. Its SMILES is CCOC(=O)[C@]1(CC)N[C@@H](c2ccco2)[C@@H]2C(=O)N(c3ccc(C)cc3)C(=O)[C@@H]21. As for the total charge: 0.

Last column: Mulliken charge in e.
Geometry (Å):
C  1.615  3.476  0.102  -0.43
C  -1.527  2.674  -3.286  -1.31
C  1.237  2.071  -0.242  0.96
C  0.171  0.208  1.183  -0.10
C  0.217  -0.410  -1.741  -0.64
H  -1.872  2.800  -4.309  0.45
H  -1.889  0.549  -3.073  0.35
C  2.158  -1.768  -1.605  -0.31
H  0.685  -2.557  1.148  0.41
H  -1.266  -6.136  3.488  0.37
H  -0.711  3.367  -3.100  0.32
H  -1.763  2.168  -0.658  1.13
H  2.608  -2.010  -2.573  0.33
H  -3.802  -3.478  2.953  0.38
C  3.209  -1.711  -0.509  -1.11
O  -2.945  -0.237  -0.254  -0.59
C  -2.168  -5.628  3.156  -1.46
H  -2.857  -5.546  3.994  0.39
C  -0.267  1.052  -1.771  1.93
H  1.377  -2.503  -1.381  0.37
O  1.127  -0.188  1.795  -0.61
H  0.178  -4.756  2.104  0.35
C  1.789  5.663  0.459  -0.55
C  -0.298  -2.757  1.541  -0.01
H  3.993  -1.007  -0.776  0.35
H  1.577  1.822  -2.273  0.41
H  -3.299  -1.270  2.002  0.43
C  -1.839  0.119  0.033  -0.66
H  2.100  1.427  -0.016  0.08
H  -2.353  2.913  -2.623  0.30
H  2.764  -1.390  0.431  0.21
H  -0.287  2.285  1.318  0.60
C  -1.275  -1.774  1.514  0.20
O  1.544  -0.480  -1.729  -0.27
O  2.844  3.712  0.602  -0.40
C  2.940  5.034  0.817  -0.53
C  -2.816  -3.279  2.558  -0.96
N  -0.996  -0.496  0.957  0.50
H  3.863  5.400  1.222  0.48
C  0.922  4.646  -0.009  -0.69
C  -2.538  -2.034  2.027  -0.35
H  -0.074  4.765  -0.382  0.55
H  -0.386  0.965  -3.904  0.47
H  1.580  6.712  0.519  0.46
O  -0.518  -1.363  -1.736  -0.58
C  -1.047  1.243  -3.080  -0.63
C  0.002  1.577  0.538  -0.31
C  -1.848  -4.276  2.596  1.06
C  -1.092  1.328  -0.490  -0.38
H  3.648  -2.695  -0.375  0.39
C  -0.589  -3.995  2.084  -1.22
N  0.811  2.008  -1.638  -0.39
H  -2.643  -6.243  2.391  0.28



Of them, ii) has the highest stability.



i) DFT (ωB97M-V with the def2-TZVPD basis set) results for a 2-piece molecular cluster, C5H16N2O2 overall.

The orbital gap (alpha / beta) is 11.93 / 6.41 eV. As for the total charge: +1. Its multiplicity is 2.

Last column: Mulliken charge in e.
Geometry (Å):
H  -1.298  1.891  -1.936  0.39
H  1.686  -2.192  1.966  0.35
H  2.464  -1.586  -0.313  0.44
O  1.000  -2.243  1.302  -0.50
H  0.416  1.460  -0.280  0.62
N  -1.843  0.010  -2.257  -0.57
C  0.526  -0.659  -0.461  0.00
C  -0.764  0.926  -1.908  -0.50
C  1.996  -0.725  -0.760  -1.48
C  0.284  -1.094  1.043  0.19
H  -2.129  2.093  1.877  0.34
H  -0.373  0.372  2.470  0.21
O  -1.530  2.540  1.267  -0.62
H  2.210  -0.784  -1.834  0.42
H  2.609  0.085  -0.368  0.37
H  1.107  0.985  1.697  0.36
N  -0.100  0.663  -0.657  -0.10
H  -0.774  -1.381  1.237  0.33
H  -1.028  1.905  0.784  0.31
H  0.031  0.897  -2.686  0.39
H  -2.446  -0.220  -1.468  0.27
H  -1.567  -0.921  -2.562  0.33
H  -0.064  -1.171  -1.228  0.25
C  0.579  0.076  2.020  -1.18
H  1.280  -0.357  2.749  0.37



ii) DFT (ωB97M-V with the def2-TZVPD basis set) results for a 2-piece molecular cluster, C5H16N2O2 overall.

The orbital gap (alpha / beta) is 11.19 / 5.88 eV. As for the total charge: +1. Its multiplicity is 2.

Last column: Mulliken charge in e.
Geometry (Å):
H  0.530  -0.853  -0.700  -0.23
C  -0.910  1.074  -1.441  -0.53
H  2.990  0.613  0.203  0.30
C  2.086  0.073  0.485  -0.58
O  -1.154  -3.235  -0.503  -0.64
H  -1.249  1.984  -1.947  0.45
O  0.990  -0.131  2.695  -0.51
H  2.267  -0.938  0.808  0.36
H  1.738  -0.726  2.853  0.36
H  -0.346  -3.501  -0.955  0.34
H  2.046  1.565  2.084  0.31
H  -2.850  1.335  -0.485  0.37
H  -1.031  -2.299  -0.296  0.37
H  0.878  1.944  -1.577  0.34
H  -2.875  -1.061  -0.299  0.26
N  0.420  1.244  -0.983  -0.08
H  -0.952  0.284  -2.199  0.33
H  1.741  -0.217  -1.640  0.45
C  -1.929  0.816  -0.194  -0.56
C  1.399  0.776  1.690  -0.15
C  1.171  0.030  -0.742  -0.12
H  -1.928  -0.755  1.084  0.29
H  0.475  1.222  1.331  -0.10
H  -1.387  1.298  0.610  0.34
N  -2.120  -0.541  0.118  -0.35



Of them, ii) has the highest stability.



i) DFT (ωB97M-V with the def2-TZVPD basis set) results for an isolated ion of composition C3H5O2S and charge -1.

The orbital gap is 7.29 eV. Its SMILES is O=C([O-])CCS. As for the total charge: -1.

Last column: Mulliken charge in e.
Geometry (Å):
H  -0.387  -1.343  0.808  0.21
O  0.328  1.709  1.353  -0.72
H  1.174  -0.732  0.211  0.27
O  0.147  -0.073  2.723  -0.74
C  0.190  0.495  1.609  0.49
C  0.132  -0.507  0.370  -0.39
H  -0.315  1.152  -0.884  0.29
C  -0.608  0.126  -0.775  -0.58
H  1.141  -0.211  -2.288  0.10
H  -1.676  0.004  -0.692  0.38
S  -0.126  -0.620  -2.435  -0.30



ii) DFT (ωB97M-V with the def2-TZVPD basis set) results for an isolated ion of composition C3H5O2S and charge -1.

The orbital gap is 7.51 eV. Its SMILES is C=C[S@@](=C)(=O)[O-]. As for the total charge: -1.

Last column: Mulliken charge in e.
Geometry (Å):
H  1.210  0.816  -0.524  0.41
H  -1.520  1.171  -1.531  0.19
C  -1.106  1.268  -0.498  -0.98
C  1.509  -0.078  0.044  -0.58
C  0.659  -0.687  0.861  -0.34
H  -1.558  2.135  -0.054  0.20
H  2.498  -0.487  0.113  0.24
O  -1.695  -1.537  0.192  -0.74
S  -1.079  -0.043  0.678  0.95
O  -1.577  0.359  2.023  -0.67
H  0.810  -1.598  1.448  0.31



Of them, i) has the highest stability.



i) DFT (ωB97M-V with the def2-TZVPD basis set) results for a 2-piece molecular cluster, C3H7N4S overall.

The orbital gap is 7.93 eV. As for the total charge: +1.

Last column: Mulliken charge in e.
Geometry (Å):
N  -0.302  1.587  -1.113  -0.24
N  0.634  2.115  -0.451  -0.26
C  0.117  -0.391  1.943  -1.29
H  0.400  -1.430  -2.304  0.29
N  0.687  -0.923  -1.510  -0.63
H  0.597  0.027  2.878  0.36
S  -2.240  -0.143  -0.382  -0.08
H  1.253  -0.275  -2.051  0.33
H  0.603  -1.402  2.026  0.33
N  0.884  1.532  0.720  -0.24
C  0.208  0.446  0.796  0.60
C  -0.622  0.432  -0.440  0.88
H  -0.849  -0.777  2.126  0.38
H  -2.674  0.676  -1.364  0.26
H  1.302  -1.476  -0.875  0.31



ii) DFT (ωB97M-V with the def2-TZVPD basis set) results for an isolated ion of composition C3H7N4S and charge +1.

The orbital gap is 8.36 eV. Its SMILES is [H]/N=N\N=[N+](\C)[C@H]1CS1. As for the total charge: +1.

Last column: Mulliken charge in e.
Geometry (Å):
H  -1.151  1.008  1.973  0.36
H  -0.829  1.519  -0.507  0.50
N  -0.184  -0.154  0.518  0.50
N  -0.040  -1.430  0.643  -0.15
S  -1.585  -0.370  -1.939  -0.07
C  0.139  0.192  -1.995  -0.70
H  0.180  -0.009  2.552  0.39
H  0.534  1.466  1.629  0.32
H  0.216  -3.983  -0.853  0.32
C  -0.548  0.492  -0.712  -0.01
H  0.337  1.013  -2.673  0.33
H  0.894  -0.583  -2.027  0.26
N  -0.535  -3.438  -0.427  -0.77
C  -0.155  0.629  1.737  -0.96
N  -0.405  -2.335  -0.033  0.68



Of them, i) has the highest stability.